No. 1
Formula: C4H4FeLiO5
Source: the Open Molecules 2025 dataset
Level of theory: wB97M-V/def2-TZVPD

Structure (XYZ):
```
15
Properties=species:S:1:pos:R:3
O -0.207 1.707 -0.106
O 0.269 -0.295 0.707
C 1.103 -1.550 -0.246
C 2.608 -1.388 -0.151
O 2.980 -0.051 -0.317
C -0.654 0.548 0.213
H 0.709 -2.453 0.235
H 0.712 -1.327 -1.249
H 3.064 -2.025 -0.933
H 2.950 -1.784 0.826
O -2.350 -1.117 0.229
O -2.927 0.945 -0.341
C -2.049 0.099 0.015
Fe 1.649 1.149 0.154
Li -4.174 -0.555 -0.208
```

Energy relative to the best compared isomer or geometry (same formula, charge and spin) in kcal per mole: 29.2
2S+1: 6
HOMO energy (alpha / beta) in eV: -5.90 / -9.30
Charge: 0
Gap between HOMO and LUMO (alpha / beta) in eV: 5.568 / 8.581

No. 2
Formula: C7H6O5
Source: the Open Molecules 2025 dataset
Level of theory: wB97M-V/def2-TZVPD

Structure (XYZ):
```
18
Properties=species:S:1:pos:R:3
O 1.088 2.158 2.847
C 0.107 2.149 2.077
O -0.016 1.128 1.091
C -0.943 0.089 1.519
C -1.041 -0.990 0.318
C -0.080 -0.683 -0.916
C 1.200 -1.291 -0.917
C 1.771 -0.767 -2.307
O 2.922 -0.749 -2.774
O 0.720 -0.274 -3.164
C -0.280 0.192 -2.227
O -1.081 1.116 -2.426
H -0.698 2.963 2.089
H -0.554 -0.452 2.462
H -1.998 0.485 1.734
H -2.123 -1.121 -0.034
H -0.676 -1.989 0.769
H 1.682 -1.963 -0.143
```

Energy relative to the best compared isomer or geometry (same formula, charge and spin) in kcal per mole: 0.0
SMILES string: O=COCCC1=CC(=O)OC1=O
HOMO energy in eV: -10.91
Charge: 0
Gap between HOMO and LUMO in eV: 9.914

No. 3
Formula: C2F2O2S
Source: the Open Molecules 2025 dataset
Level of theory: wB97M-V/def2-TZVPD

Structure (XYZ):
```
7
Properties=species:S:1:pos:R:3
C 0.331 -0.339 -0.350
C -0.150 0.889 0.715
O 1.477 -0.218 -0.634
O -0.671 -1.000 -0.598
F 0.335 0.468 2.008
F -0.585 -2.138 -1.736
S -0.736 2.338 0.596
```

Energy relative to the best compared isomer or geometry (same formula, charge and spin) in kcal per mole: 34.0
HOMO energy (alpha / beta) in eV: -10.59 / -10.59
Charge: 0
Gap between HOMO and LUMO (alpha / beta) in eV: 7.208 / 7.222

What did the third record say?
Formula: C2F2O2S
Source: the Open Molecules 2025 dataset
Level of theory: wB97M-V/def2-TZVPD

Structure (XYZ):
```
7
Properties=species:S:1:pos:R:3
C 0.331 -0.339 -0.350
C -0.150 0.889 0.715
O 1.477 -0.218 -0.634
O -0.671 -1.000 -0.598
F 0.335 0.468 2.008
F -0.585 -2.138 -1.736
S -0.736 2.338 0.596
```

Energy relative to the best compared isomer or geometry (same formula, charge and spin) in kcal per mole: 34.0
HOMO energy (alpha / beta) in eV: -10.59 / -10.59
Charge: 0
Gap between HOMO and LUMO (alpha / beta) in eV: 7.208 / 7.222

> Which formula does entry 2 have?

C7H6O5

> What is the energy relative to the best compared isomer or geometry (same formula, charge and spin) in the second record?

0.0 kcal per mole